DFT (ωB97M-V with the def2-TZVPD basis set) results for 10 unconnected molecules or ions with the total composition C32H64O22S4 at a distorted geometry.

Geometry as XYZ:
```
122
Properties=species:S:1:pos:R:3:lowdin_charge:R:1
O 2.9732 -1.1782 -3.0610 -0.1984
S 3.5377 0.0666 -2.6762 0.6138
O 4.5671 0.0949 -1.6946 -0.2143
O 3.9596 0.9437 -3.9454 -0.1683
C 2.7721 1.5283 -4.4791 -0.1457
C 1.9909 1.9858 -3.2403 -0.1884
O 2.3586 1.0805 -2.2266 -0.2169
H 2.9469 2.3290 -5.1912 0.1397
H 2.1985 0.7682 -5.0160 0.1355
H 0.9353 2.0471 -3.4790 0.1099
H 2.2948 2.9885 -2.9292 0.1129
O 6.8754 4.1956 -0.2229 -0.2152
S 5.8515 4.6035 0.6844 0.6213
O 6.2089 5.1056 1.9678 -0.2062
O 4.8497 5.6367 -0.0326 -0.1794
C 3.8716 4.9342 -0.8018 -0.1387
C 3.8818 3.4638 -0.2821 -0.1537
O 4.7265 3.4756 0.8708 -0.2205
H 2.8826 5.3424 -0.6257 0.1188
H 4.2067 4.8906 -1.8351 0.1290
H 4.2748 2.7487 -1.0060 0.1132
H 2.9341 3.0948 0.1079 0.1098
O 2.5947 0.7053 4.8874 -0.2075
S 3.1676 1.1212 3.6554 0.6214
O 2.5827 2.2250 2.9450 -0.2395
O 4.7681 1.3096 3.7367 -0.1769
C 5.4091 0.7580 2.5741 -0.1266
C 4.5391 -0.4536 2.2310 -0.1538
O 3.2202 -0.1394 2.6739 -0.2097
H 5.2942 1.4822 1.7701 0.1052
H 6.4442 0.4942 2.7518 0.1414
H 4.9005 -1.3633 2.7125 0.1321
H 4.4624 -0.6791 1.1701 0.1105
O -2.2090 -0.6154 -1.1505 -0.2214
S -0.8988 -0.0564 -1.2232 0.6444
O -0.4939 0.6442 -2.4122 -0.2378
O -0.5981 0.8134 0.0911 -0.1810
C 0.7500 0.6172 0.5194 -0.1533
C 1.0814 -0.8157 0.1858 -0.1443
O 0.2169 -1.1838 -0.8969 -0.1806
H 1.3827 1.3283 -0.0173 0.1064
H 0.8537 0.8915 1.5663 0.1223
H 0.9303 -1.5149 1.0102 0.1205
H 2.1033 -0.9375 -0.1730 0.1056
C -1.3855 -3.7408 3.9245 -0.1761
C -0.0077 -3.3322 3.4617 -0.1676
C 0.0810 -1.9308 4.1035 -0.1889
O -1.2552 -1.4128 4.0985 -0.1341
C -2.1736 -2.4622 3.7325 -0.2016
H -1.4654 -3.9761 4.9877 0.1209
H -1.8693 -4.5613 3.3890 0.1038
H 0.0759 -3.1838 2.3862 0.0844
H 0.7543 -3.9696 3.9119 0.1139
H 0.7080 -1.3003 3.4689 0.0930
H 0.4983 -1.9954 5.1091 0.1229
H -2.5414 -2.3110 2.7136 0.1083
H -3.0229 -2.4263 4.4174 0.1218
C -1.9438 -4.5214 0.1586 -0.1449
C -1.4768 -5.8638 -0.4281 -0.1624
C -2.5894 -6.2154 -1.3899 -0.2236
O -2.9789 -4.9773 -1.9479 -0.1307
C -3.0020 -4.0496 -0.8633 -0.1801
H -1.1211 -3.8084 0.2279 0.0884
H -2.3908 -4.5641 1.1518 0.0924
H -1.2958 -6.6421 0.3173 0.1106
H -0.4949 -5.6857 -0.8708 0.0978
H -3.4457 -6.6963 -0.8901 0.1223
H -2.3562 -6.9624 -2.1522 0.1203
H -4.0109 -3.9746 -0.4428 0.1201
H -2.7876 -3.0875 -1.3285 0.0999
C -3.9242 3.0546 -3.5920 -0.1843
C -4.1518 2.2457 -2.3374 -0.1666
C -4.2529 0.8541 -2.9455 -0.1944
O -5.0699 1.0587 -4.1137 -0.1375
C -4.8537 2.3953 -4.6026 -0.1921
H -2.8811 2.9253 -3.8975 0.1057
H -4.0806 4.1323 -3.5069 0.1144
H -5.0837 2.5219 -1.8433 0.1106
H -3.3167 2.3376 -1.6389 0.1077
H -4.7460 0.1502 -2.2788 0.1079
H -3.2905 0.4590 -3.2735 0.1057
H -5.8446 2.8272 -4.7517 0.1160
H -4.3780 2.3898 -5.5900 0.1119
C 3.4111 -4.8241 -0.8032 -0.1411
C 2.6405 -5.0761 0.5011 -0.1551
C 3.1880 -3.9962 1.4487 -0.1927
O 3.6452 -2.9542 0.6042 -0.1589
C 3.5046 -3.2998 -0.7745 -0.1940
H 2.7308 -5.2258 -1.5582 0.1120
H 4.3517 -5.3671 -0.8703 0.1131
H 2.7973 -6.0581 0.9477 0.1152
H 1.5755 -4.9180 0.3259 0.0952
H 3.9579 -4.4065 2.1039 0.1204
H 2.3462 -3.6749 2.0704 0.0893
H 4.3719 -2.9063 -1.2998 0.1189
H 2.5850 -2.9059 -1.2159 0.1007
C -0.0434 4.1174 -1.4297 -0.1445
C -0.2955 4.1946 0.0906 -0.1487
C -0.9755 5.5439 0.2588 -0.2035
O -1.7103 5.7457 -0.9333 -0.1189
C -0.9089 5.2668 -1.9940 -0.1886
H -0.3779 3.1650 -1.8349 0.0817
H 1.0267 4.2361 -1.6027 0.0763
H 0.6289 4.0928 0.6610 0.1044
H -0.9857 3.4040 0.3834 0.1031
H -0.2346 6.3495 0.3842 0.1214
H -1.6048 5.6014 1.1456 0.1244
H -0.2796 6.0685 -2.3952 0.1181
H -1.5158 4.8681 -2.8057 0.1047
C -5.8997 0.7477 0.9103 -0.1516
C -5.3856 1.2197 2.2775 -0.1530
C -4.8259 -0.0702 2.9279 -0.1861
O -4.8435 -1.0727 1.9122 -0.1455
C -4.9735 -0.4264 0.6649 -0.2327
H -5.7949 1.5357 0.1675 0.0942
H -6.9328 0.4124 1.0045 0.1162
H -6.2030 1.5870 2.8970 0.1034
H -4.6241 1.9930 2.1811 0.1061
H -5.5330 -0.3664 3.7066 0.1154
H -3.8300 0.0320 3.3640 0.1100
H -5.2382 -1.0601 -0.1824 0.1195
H -3.9737 -0.0497 0.3923 0.1005
```

## Properties
Net charge ... 0
SMILES ... O=S1(=O)OCCO1.O=S1(=O)OCCO1.O=S1(=O)OCCO1.O=S1(=O)OCCO1.C1CCOC1.C1CCOC1.C1CCOC1.C1CCOC1.C1CCOC1.C1CCOC1
Frontier orbital gap ... 9.3 eV
2S+1 ... 1
Relative energy (zero: lowest compared OMol25 entry of this formula, charge and spin) ... 0.258 eV
HOMO level ... -9.33 eV

---

DFT (ωB97M-V with the def2-TZVPD basis set) results for 8 unconnected molecules or ions with the total composition C32H64O24 at a distorted geometry.

Geometry as XYZ:
```
120
Properties=species:S:1:pos:R:3:lowdin_charge:R:1
C -0.4044 8.0266 9.3443 -0.0780
C 0.0011 6.6272 8.9400 -0.2083
O -0.8792 6.1933 7.8810 0.0527
C -0.6428 5.0773 7.2443 -0.6675
O 0.2935 4.3336 7.4357 0.1233
O -1.5442 5.0210 6.3277 0.0232
C -1.5007 4.0698 5.2495 -0.0129
H -1.4466 8.0897 9.6571 0.0795
H -0.2667 8.7478 8.5386 0.0766
H 0.2515 8.3538 10.1511 0.0786
H 0.0722 6.0540 9.8645 0.1247
H 1.0350 6.6463 8.5955 0.1233
H -1.7800 3.0804 5.6117 0.0920
H -0.5047 4.0041 4.8115 0.0996
H -2.2924 4.2503 4.5223 0.0932
C 2.4182 -13.7523 -0.0826 -0.0672
C 1.0715 -13.0436 0.0523 -0.1845
O 1.2533 -11.7711 0.7460 0.0157
C 0.6052 -10.6474 0.3892 -0.5399
O -0.3800 -10.6039 -0.3849 0.0732
O 1.1358 -9.6395 1.0771 -0.0009
C 0.7542 -8.3058 0.8060 -0.0434
H 3.1907 -13.0523 -0.4009 0.0760
H 2.4544 -14.5276 -0.8479 0.0755
H 2.8764 -14.1326 0.8304 0.0727
H 0.2986 -13.5472 0.6329 0.1217
H 0.5949 -12.9679 -0.9250 0.1176
H -0.3100 -8.3393 0.5730 0.0928
H 1.2695 -7.8681 -0.0490 0.0967
H 0.9515 -7.6257 1.6346 0.0941
C -2.2607 -1.1219 0.1615 -0.0462
C -1.1936 -1.7132 1.0951 -0.2502
O -0.0378 -0.9502 1.1772 0.0171
C 0.8757 -0.9788 0.1755 -0.4773
O 0.8739 -1.7953 -0.8271 0.0541
O 1.7373 0.0023 0.4461 0.0104
C 2.7627 0.1163 -0.4505 -0.0865
H -2.3800 -1.7343 -0.7323 0.0757
H -1.8785 -0.1236 -0.0520 0.0837
H -3.2334 -1.1320 0.6533 0.0711
H -0.9542 -2.7577 0.8955 0.1226
H -1.6290 -1.7804 2.0921 0.1184
H 3.4792 0.7557 0.0652 0.0991
H 2.4539 0.5997 -1.3774 0.1059
H 3.2596 -0.8317 -0.6566 0.1023
C 14.8670 2.6696 -4.5097 -0.0713
C 13.7486 1.6372 -4.4335 -0.2054
O 13.4431 1.4927 -3.0318 0.0090
C 12.1700 1.1620 -2.6802 -0.5111
O 11.3125 0.7390 -3.4505 0.0997
O 12.0183 1.3812 -1.3305 -0.0302
C 10.7280 1.5755 -0.7463 -0.0427
H 15.7278 2.3018 -3.9512 0.0769
H 14.6221 3.6178 -4.0310 0.0769
H 15.1596 2.8474 -5.5445 0.0778
H 14.1345 0.7416 -4.9204 0.1237
H 12.8149 1.9516 -4.8999 0.1196
H 9.9226 1.1097 -1.3141 0.0883
H 10.6122 2.6591 -0.7242 0.0965
H 10.6896 1.0978 0.2327 0.0922
C 3.8074 7.2292 1.1695 -0.0885
C 3.9394 6.1996 0.0632 -0.1869
O 4.9213 6.7362 -0.8952 0.0182
C 4.9401 6.3338 -2.1791 -0.5289
O 4.0858 5.5662 -2.6776 0.0667
O 6.0527 6.8293 -2.7862 -0.0128
C 6.3970 6.2425 -4.0836 -0.0270
H 3.0760 6.8672 1.8920 0.0804
H 3.4952 8.2145 0.8231 0.0809
H 4.7768 7.3046 1.6622 0.0769
H 2.9186 6.1400 -0.3142 0.1227
H 4.3168 5.3279 0.5978 0.1251
H 5.8601 6.7258 -4.8998 0.0922
H 6.0548 5.2249 -4.2725 0.0860
H 7.4867 6.2678 -4.0793 0.0950
C -1.7888 4.3456 -4.2839 -0.0505
C -2.1484 4.4500 -2.7819 -0.2104
O -3.4473 3.9643 -2.6597 0.0221
C -4.1737 4.2276 -1.5994 -0.5816
O -3.7251 4.8928 -0.6513 0.0796
O -5.3910 3.6953 -1.6958 -0.0011
C -6.4147 4.1049 -0.7578 -0.0187
H -2.5765 4.7428 -4.9241 0.0808
H -1.4771 3.3599 -4.6295 0.0715
H -0.8771 4.9215 -4.4428 0.0714
H -2.2192 5.5137 -2.5547 0.1229
H -1.5277 3.9358 -2.0481 0.1332
H -6.3498 3.4667 0.1235 0.0934
H -7.3685 3.9503 -1.2621 0.0934
H -6.2572 5.1330 -0.4318 0.0940
C -12.6432 1.1296 -8.8031 -0.0766
C -12.3069 1.7106 -7.4601 -0.2111
O -11.4092 1.0541 -6.5458 0.0542
C -10.1142 0.9942 -6.7485 -0.7422
O -9.5579 1.2686 -7.7439 0.1616
O -9.5583 0.5143 -5.7418 0.0438
C -8.1564 0.4960 -5.5814 -0.0141
H -12.9131 0.0857 -8.6433 0.0820
H -11.8712 1.2842 -9.5568 0.0790
H -13.5485 1.5997 -9.1872 0.0782
H -13.2245 1.8560 -6.8900 0.1239
H -11.8588 2.6738 -7.7042 0.1220
H -7.6964 -0.2619 -6.2155 0.1008
H -7.9108 0.2973 -4.5382 0.0973
H -7.7823 1.4747 -5.8818 0.1013
C -3.6202 -9.7008 4.9415 -0.0523
C -2.6624 -8.7914 5.7473 -0.1884
O -3.3912 -7.7865 6.4993 0.0262
C -3.8465 -6.6871 5.9112 -0.6457
O -3.8399 -6.4500 4.7339 0.1261
O -4.4459 -5.9514 6.8032 0.0194
C -5.0981 -4.7189 6.4464 -0.0289
H -3.9178 -9.0764 4.0991 0.0680
H -4.4978 -9.8780 5.5633 0.0836
H -3.1036 -10.5972 4.5985 0.0771
H -1.8173 -8.2944 5.2711 0.1239
H -2.1915 -9.4647 6.4635 0.1112
H -4.3113 -4.0022 6.2106 0.0961
H -5.6313 -4.2737 7.2864 0.0881
H -5.8817 -4.7077 5.6888 0.0957
```

## Properties
Net charge ... 0
SMILES ... CCOC(=O)OC.CCOC(=O)OC.CCOC(=O)OC.CCOC(=O)OC.CCOC(=O)OC.CCOC(=O)OC.CCOC(=O)OC.CCOC(=O)OC
Frontier orbital gap ... 10.7 eV
2S+1 ... 1
Relative energy (zero: lowest compared OMol25 entry of this formula, charge and spin) ... 4.602 eV
HOMO level ... -10.46 eV

---

What is the formula in the first record?
C32H64O22S4

---

What is the formula in the second record?
C32H64O24